(1)
C20H29NO13 | ωB97M-V with the def2-TZVPD basis set

Each line ends with the Löwdin charge.
CARTESIAN COORDINATES (ANGSTROEM)
O  -0.64  0.59  1.42  0.207
H  -0.99  0.78  0.54  -0.027
H  0.18  0.10  1.45  0.079
H  -0.61  1.35  2.01  0.052
C  -2.04  4.58  -1.88  -0.047
C  -1.80  3.55  -0.85  -0.331
C  -1.36  2.08  -1.32  -0.313
O  -1.61  1.06  -0.66  -0.064
C  -0.60  2.03  -2.54  -0.037
C  -0.55  3.10  -3.39  -0.401
C  -1.33  4.40  -3.06  -0.417
O  -1.40  5.42  -3.82  -0.155
O  0.14  2.94  -4.44  -0.062
O  -2.05  3.69  0.37  -0.033
H  -2.66  5.45  -1.73  0.068
H  -0.05  1.14  -2.80  0.093
C  3.57  1.82  0.39  -0.098
C  3.87  2.20  -0.83  -0.436
C  2.94  3.05  -1.68  -0.351
O  3.06  3.27  -2.98  -0.166
C  1.93  3.81  -1.07  -0.025
C  1.66  3.67  0.34  -0.419
C  2.40  2.42  1.03  -0.327
O  1.97  1.94  2.09  -0.043
O  0.81  4.19  0.97  0.050
O  5.07  1.80  -1.23  -0.218
H  4.21  1.17  0.98  0.079
H  1.40  4.58  -1.62  0.096
C  -2.12  0.98  4.25  -0.168
C  -1.75  2.47  4.10  -0.484
O  -0.88  2.82  3.02  -0.322
H  -3.06  0.85  4.78  0.024
H  -1.38  0.20  4.45  0.045
H  -2.42  0.68  3.25  0.036
H  -1.24  2.72  5.03  0.043
H  -2.67  3.04  4.00  0.062
O  1.35  -0.96  0.44  -0.028
H  1.27  -1.78  -0.05  -0.008
H  2.04  -0.48  -0.02  0.052
C  3.14  -3.62  -1.39  -0.067
O  2.22  -3.05  -2.39  -0.208
C  1.00  -3.79  -2.45  -0.237
C  -0.18  -2.92  -1.97  -0.139
N  -0.48  -3.29  -0.52  -0.097
C  -1.66  -2.66  -0.04  -0.185
C  -1.67  -2.80  1.51  -0.140
O  -2.63  -3.81  1.98  -0.222
C  -2.13  -5.16  1.87  -0.143
H  2.56  -3.67  -0.47  0.081
H  4.08  -3.07  -1.31  0.087
H  3.51  -4.51  -1.90  0.066
H  1.01  -4.82  -2.09  0.104
H  1.12  -3.92  -3.53  0.111
H  -1.07  -3.15  -2.56  0.104
H  0.03  -1.85  -1.95  0.127
H  -0.48  -4.30  -0.50  0.076
H  -2.47  -3.25  -0.47  0.111
H  -1.85  -1.62  -0.34  0.124
H  -2.14  -1.95  2.00  0.115
H  -0.74  -2.95  2.07  0.121
H  -2.87  -5.86  2.25  0.073
H  -1.17  -5.28  2.37  0.072
H  -1.77  -5.41  0.88  0.056

calculated total energy = -1811.75033 a.u.
E_HOMO = 5.11 eV
charge = -4

=====

(2)
C41H28Cl6F6I2KN6O7PS2 | ωB97M-V with the def2-TZVPD basis set

Each line ends with the Löwdin charge.
CARTESIAN COORDINATES (ANGSTROEM)
K  -0.36  0.47  0.83  0.580
O  1.77  5.37  -6.15  0.091
C  2.39  4.69  -5.14  -0.479
O  3.53  4.96  -4.90  0.102
C  1.63  3.59  -4.51  -0.144
C  2.32  2.69  -3.69  0.009
C  1.68  1.64  -3.09  0.008
C  0.32  1.43  -3.32  -0.260
C  -0.39  2.32  -4.12  -0.019
C  0.26  3.40  -4.69  -0.024
N  -0.33  0.37  -2.68  0.152
C  -0.95  -0.49  -3.36  -0.120
C  -1.71  -1.58  -2.72  -0.249
C  -2.44  -2.46  -3.51  -0.027
C  -3.14  -3.49  -2.90  -0.081
C  -3.08  -3.60  -1.52  -0.070
C  -2.33  -2.66  -0.82  -0.146
N  -1.67  -1.67  -1.39  0.163
H  0.90  4.98  -6.30  0.075
H  3.38  2.86  -3.53  0.124
H  2.20  0.96  -2.43  0.087
H  -1.47  2.21  -4.21  0.105
H  -0.35  4.11  -5.25  0.111
H  -0.93  -0.49  -4.46  0.130
H  -2.45  -2.34  -4.58  0.106
H  -3.72  -4.19  -3.48  0.098
H  -3.59  -4.40  -0.99  0.094
H  -2.25  -2.71  0.26  0.073
Cl  7.17  -0.09  -0.58  0.605
C  5.43  -0.33  -0.57  -0.634
C  4.84  -0.97  -1.63  -0.208
C  3.46  -1.18  -1.65  -0.651
I  2.58  -2.15  -3.28  0.900
C  2.58  -0.77  -0.61  -0.532
O  1.34  -0.96  -0.63  -0.200
C  3.25  -0.07  0.51  -0.147
N  2.45  0.37  1.50  0.090
C  2.98  1.00  2.52  -0.129
C  4.36  1.25  2.63  -0.059
C  5.19  0.83  1.63  -0.049
C  4.65  0.14  0.51  -0.186
H  5.44  -1.31  -2.46  0.082
H  2.30  1.34  3.29  0.101
H  4.74  1.78  3.49  0.097
H  6.25  1.01  1.67  0.076
Cl  -3.68  1.77  -2.13  0.563
C  -2.58  3.15  -1.81  -0.715
C  -1.42  2.91  -1.13  -0.172
C  -0.64  4.02  -0.92  -0.696
Cl  0.89  3.83  -0.04  0.629
C  -0.94  5.30  -1.39  -0.716
Cl  0.10  6.66  -1.12  0.623
C  -2.12  5.47  -2.12  -0.720
Cl  -2.54  7.03  -2.75  0.607
C  -2.96  4.38  -2.33  -0.726
Cl  -4.42  4.60  -3.25  0.597
F  -1.81  -1.86  5.73  0.112
C  -2.26  -0.63  5.43  -0.669
F  -2.66  -0.05  6.56  0.130
F  -3.33  -0.78  4.64  0.127
S  -0.91  0.31  4.60  0.558
O  -0.79  -0.31  3.31  -0.391
O  0.19  0.19  5.50  -0.277
N  -1.59  1.72  4.57  -0.287
S  -1.21  2.77  3.45  0.570
O  0.13  3.26  3.56  -0.274
O  -1.72  2.44  2.15  -0.356
C  -2.28  4.15  4.03  -0.677
F  -1.95  4.55  5.26  0.128
F  -3.57  3.79  4.04  0.117
F  -2.14  5.18  3.20  0.141
C  2.37  -3.50  3.41  -0.287
P  1.24  -2.92  2.08  0.963
C  -0.32  -3.65  2.72  -0.291
C  1.67  -4.07  0.73  -0.378
C  2.98  -4.08  0.25  -0.112
C  3.34  -4.86  -0.83  -0.127
C  2.38  -5.64  -1.48  -0.134
C  1.07  -5.61  -1.03  -0.103
C  0.72  -4.84  0.06  -0.101
H  2.30  -4.58  3.60  0.036
H  2.11  -2.95  4.32  0.031
H  3.40  -3.25  3.16  0.025
H  -0.29  -4.74  2.80  0.041
H  -1.16  -3.36  2.09  0.007
H  -0.50  -3.22  3.71  0.022
H  3.73  -3.45  0.72  0.103
H  4.36  -4.84  -1.20  0.100
H  2.66  -6.23  -2.35  0.093
H  0.31  -6.19  -1.55  0.094
H  -0.32  -4.82  0.38  0.080
I  -6.85  1.74  2.74  0.826
C  -5.44  0.35  2.17  -0.771
C  -5.54  -1.02  2.27  -0.178
N  -4.38  -1.50  1.78  -0.027
N  -3.53  -0.54  1.39  0.071
C  -4.17  0.60  1.62  -0.193
H  -6.32  -1.65  2.64  0.107
H  -4.08  -2.46  1.73  0.137
H  -3.70  1.54  1.38  0.093

calculated total energy = -8127.98414 a.u.
E_HOMO = -2.44 eV
charge = -2

=====

It is found that the relative energy (zero: lowest compared OMol25 entry of this formula, charge and spin) values, taken in the order of the records, are 0.0, 4.8 kcal per mole.
It is found that the orbital gap values, taken in the order of the records, are 1.480, 5.630 eV.